ORCA calculation (ωB97M-V/def2-TZVPD) on a structure of composition C49H36CdN5O4Se.

Summary:
**ΔE to the lowest compared entry with this formula, charge and spin**: 0.000 eV
**Total energy**: -5032.8506 Ha
**Net charge**: -1
**Frontier orbital gap**: 0.2048 hartree
**HOMO level**: -4.076 eV
**LUMO energy**: 1.498 eV

Structure (XYZ):
```
96
Properties=species:S:1:pos:R:3:forces:R:3:mulliken_charge:R:1
Cd 0.8353 -0.0316 -0.0315 0.3203 0.0239 0.0054 0.331
C -0.4483 6.7627 7.1581 -0.0102 0.0072 0.0093 -0.846
O 0.6169 6.4666 6.2853 0.0082 -0.0071 -0.0182 -0.461
C 0.4125 5.4745 5.3636 0.0297 -0.0012 -0.0050 1.014
C -0.7676 4.7552 5.2417 -0.0190 0.0071 0.0196 -0.559
C -0.8642 3.7629 4.2690 -0.0115 -0.0018 0.0024 -0.461
C 0.1915 3.4769 3.4191 0.0364 0.0108 -0.0133 -0.814
C 1.3720 4.2146 3.5537 -0.0266 -0.0154 0.0159 0.083
C 1.4824 5.2000 4.5146 -0.0077 0.0256 0.0113 -0.895
C 0.0960 2.4135 2.3769 -0.0153 0.0021 0.0235 1.329
C 0.0547 1.0805 2.8273 0.0557 -0.0366 -0.0122 0.144
C 0.0547 0.6643 4.2161 -0.0122 0.0185 0.0128 -1.097
C -0.0107 -0.6879 4.2237 -0.0001 -0.0256 -0.0082 -1.136
C -0.0385 -1.1179 2.8376 0.0579 0.0207 0.0012 0.347
N 0.0127 -0.0222 2.0408 -0.1282 -0.0007 0.0926 -0.190
C -0.0940 -2.4516 2.3935 0.0118 -0.0063 -0.0293 0.865
C -0.0645 -2.8993 1.0570 -0.0106 0.0133 -0.0225 0.225
C -0.3529 -4.2521 0.6274 -0.0037 0.0049 0.0341 -1.097
C -0.3083 -4.2572 -0.7270 0.0058 0.0012 -0.0215 -1.020
C 0.0067 -2.9072 -1.1462 -0.0272 0.0201 0.0439 0.239
C 0.0478 -2.4663 -2.4847 0.0021 -0.0120 -0.0008 0.694
C -0.0212 -3.5314 -3.5259 0.0108 -0.0262 -0.0250 -0.299
C 0.9911 -4.4741 -3.6425 -0.0097 0.0367 -0.0076 -0.590
C 0.9438 -5.4862 -4.5960 0.0088 -0.0221 -0.0142 -0.569
C -0.1424 -5.5629 -5.4564 -0.0207 0.0045 0.0045 1.026
O -0.2925 -6.5146 -6.4272 -0.0101 0.0142 -0.0028 -0.464
C 0.7357 -7.4714 -6.5557 0.0105 -0.0099 0.0004 -0.843
C -1.1702 -4.6288 -5.3539 0.0028 -0.0152 -0.0145 -0.863
C -1.1057 -3.6309 -4.4015 0.0204 0.0033 0.0351 -0.186
C 0.0987 -1.1340 -2.9320 0.0333 0.0138 0.0111 0.328
N 0.1145 -0.0331 -2.1385 -0.1253 0.0128 -0.0990 -0.030
C 0.1045 1.0686 -2.9290 0.0478 -0.0299 0.0229 0.190
C 0.0801 2.4053 -2.4858 -0.0054 0.0154 -0.0068 1.061
C 0.0796 3.4630 -3.5379 0.0129 0.0116 -0.0180 -0.470
C 1.1766 4.3154 -3.6899 -0.0194 -0.0116 -0.0057 -0.166
C 1.1880 5.2979 -4.6604 -0.0016 0.0163 -0.0190 -0.894
C 0.0956 5.4532 -5.5101 0.0144 -0.0066 0.0109 1.016
O 0.1976 6.4493 -6.4428 0.0114 -0.0037 0.0137 -0.464
C -0.8952 6.6290 -7.3146 -0.0104 0.0061 -0.0084 -0.844
C -1.0055 4.6194 -5.3748 -0.0124 0.0165 -0.0257 -0.561
C -1.0009 3.6360 -4.3898 0.0067 -0.0062 0.0240 -0.519
C 0.0529 2.8507 -1.1531 -0.0239 -0.0113 0.0365 0.173
C -0.0453 4.2377 -0.7300 0.0129 0.0162 0.0114 -1.241
C -0.0237 4.2386 0.6217 -0.0234 0.0181 -0.0123 -1.112
C 0.0702 2.8526 1.0435 0.0114 -0.0094 -0.0408 0.032
N 0.0992 2.0625 -0.0547 -0.0221 0.0712 -0.0133 -0.019
C 0.1210 0.6459 -4.3157 0.0041 0.0175 -0.0050 -1.124
C 0.1173 -0.7082 -4.3180 -0.0007 -0.0337 0.0059 -1.119
N 0.1574 -2.1345 -0.0416 -0.0477 -0.0752 -0.0085 0.349
C -0.2332 -3.5056 3.4380 0.0176 -0.0391 0.0246 -0.402
C -1.3493 -3.5661 4.2602 0.0025 0.0069 -0.0215 -0.654
C -1.4893 -4.5503 5.2340 -0.0147 -0.0066 0.0267 -0.526
C -0.4909 -5.5007 5.3929 0.0165 -0.0077 -0.0094 1.040
O -0.5253 -6.5092 6.3164 0.0123 0.0031 -0.0121 -0.464
C -1.6493 -6.5671 7.1657 -0.0101 -0.0036 0.0061 -0.840
C 0.6370 -5.4585 4.5772 -0.0042 -0.0099 0.0151 -0.878
C 0.7586 -4.4749 3.6159 -0.0295 0.0381 -0.0006 -0.113
H -0.0975 7.5612 7.8076 -0.0027 -0.0014 0.0006 0.245
H -1.3325 7.1056 6.6121 0.0018 -0.0006 -0.0011 0.329
H -0.7215 5.8964 7.7682 0.0030 -0.0006 -0.0001 0.329
H -1.6152 4.9510 5.8827 -0.0001 0.0030 0.0035 0.362
H -1.7879 3.2048 4.1715 0.0016 -0.0075 -0.0033 0.464
H 2.2094 3.9970 2.8987 0.0002 -0.0087 -0.0077 0.320
H 2.3966 5.7682 4.6278 0.0024 0.0026 -0.0002 0.426
H 0.1118 1.3196 5.0698 -0.0031 0.0139 -0.0003 0.457
H -0.0115 -1.3340 5.0862 -0.0079 -0.0178 0.0028 0.475
H -0.6025 -5.0773 1.2744 0.0019 -0.0058 0.0137 0.430
H -0.5143 -5.0871 -1.3831 0.0020 -0.0064 -0.0115 0.436
H 1.8419 -4.4140 -2.9753 0.0014 0.0001 0.0086 0.488
H 1.7575 -6.1947 -4.6538 0.0003 -0.0012 -0.0008 0.372
H 0.4406 -8.1277 -7.3707 0.0012 0.0003 0.0033 0.241
H 1.6927 -7.0014 -6.8003 -0.0015 0.0009 0.0003 0.334
H 0.8512 -8.0612 -5.6417 -0.0002 0.0019 -0.0005 0.331
H -2.0139 -4.7095 -6.0270 -0.0015 0.0024 -0.0021 0.406
H -1.9129 -2.9138 -4.3188 -0.0042 0.0095 -0.0053 0.522
H 2.0299 4.1950 -3.0333 0.0034 0.0006 0.0061 0.588
H 2.0387 5.9557 -4.7816 0.0041 0.0012 0.0016 0.414
H -0.6283 7.4531 -7.9716 -0.0027 -0.0008 0.0002 0.245
H -1.0808 5.7344 -7.9165 0.0037 -0.0020 0.0020 0.328
H -1.8073 6.8855 -6.7676 0.0008 0.0007 0.0001 0.330
H -1.8700 4.7215 -6.0148 -0.0009 0.0005 -0.0031 0.361
H -1.8645 2.9912 -4.2812 -0.0009 -0.0074 0.0002 0.479
H -0.1266 5.0926 -1.3811 0.0024 -0.0011 -0.0172 0.454
H -0.0813 5.0926 1.2768 -0.0015 -0.0013 0.0114 0.456
H 0.1462 1.2978 -5.1733 -0.0050 0.0132 -0.0035 0.463
H 0.1422 -1.3567 -5.1783 -0.0088 -0.0175 -0.0064 0.476
H -2.1346 -2.8311 4.1337 -0.0002 0.0101 -0.0020 0.488
H -2.3783 -4.5616 5.8480 -0.0006 -0.0016 0.0037 0.364
H -1.4904 -7.4183 7.8232 -0.0023 0.0031 0.0004 0.241
H -1.7439 -5.6590 7.7681 0.0009 0.0009 -0.0008 0.331
H -2.5732 -6.7175 6.5994 0.0017 0.0009 -0.0005 0.329
H 1.4096 -6.2029 4.7196 0.0009 -0.0031 -0.0008 0.410
H 1.6411 -4.4410 2.9894 0.0041 -0.0041 -0.0100 0.512
Se 4.4358 2.9847 0.9336 -0.0392 -0.0651 -0.0280 -0.374
C 3.5906 1.4622 0.4832 0.0339 0.0929 0.0494 0.212
N 3.0388 0.4772 0.1923 -0.1097 -0.0479 -0.0228 -0.732
```
Forces are in eV/Å.

ORCA calculation (ωB97M-V/def2-TZVPD) on a cluster of 8 separate species, C49H37BN3O21 in total.

Summary:
**Total energy**: -3658.5130 Ha
**Net charge**: -1
**Frontier orbital gap**: 0.1805 hartree
**HOMO level**: -5.683 eV
**LUMO energy**: -0.773 eV

Structure (XYZ):
```
111
Properties=species:S:1:pos:R:3:forces:R:3:mulliken_charge:R:1
C -0.3970 -5.7777 0.5704 0.8706 -0.1757 0.5076 -1.653
C 0.1191 -6.4839 -0.6443 -0.8969 -0.2094 -0.2847 0.842
O -0.5185 -7.3797 -1.1730 0.1121 -0.1838 -0.1258 -0.702
N 1.3124 -6.1122 -1.2080 0.5263 -0.4610 0.6670 1.015
C 1.9209 -7.0517 -2.1371 0.1700 0.1364 -0.6606 0.542
C 2.1739 -8.4731 -1.7294 -0.3923 -0.1570 0.0390 -1.342
O 2.2266 -6.6616 -3.2228 0.1576 0.2991 -0.2097 -0.518
N 2.1626 -5.2663 -0.4903 -0.1919 0.1123 -0.1613 0.453
B 2.7684 -5.7165 0.7092 0.3803 0.2856 0.5581 0.389
O 3.0641 -7.0468 0.9507 -0.2112 -0.0205 -0.6242 -0.694
O 3.1030 -4.7657 1.6830 0.3668 -0.2297 -0.4127 -0.623
C 2.1358 -3.8401 -0.7712 -1.6618 -0.0535 0.3081 -0.227
O 3.4666 -3.2800 -0.8139 0.2899 -0.1277 -0.1655 -0.402
C 4.2533 -3.8855 -1.6407 -0.5999 -0.3348 0.9007 0.682
N 4.9775 -4.6178 -2.1513 0.6786 -0.0254 -0.6604 -0.672
C 1.3196 -3.4009 -2.0044 -0.3477 0.4883 -1.5980 0.461
O 1.9771 -2.8268 -2.8935 0.0849 -0.1291 0.3969 -0.811
O 0.0777 -3.5858 -1.9752 0.6257 -0.2316 0.7827 -0.777
H 0.2842 -5.9939 1.3997 0.0959 0.1445 0.0938 0.455
H -1.3450 -6.2086 0.8469 -0.3443 0.0696 -0.2368 0.483
H -0.4403 -4.7041 0.4324 -0.1235 0.1338 -0.1557 0.187
H 3.0530 -8.5602 -1.1017 0.0890 0.1609 0.1529 0.219
H 1.3115 -8.8818 -1.2166 -0.0247 -0.0248 0.2392 0.318
H 2.3246 -9.0327 -2.6436 0.1067 -0.0825 -0.1473 0.417
H 3.9556 -7.0833 1.3054 -0.0960 -0.2175 0.4286 0.284
H 4.0162 -4.4812 1.5850 -0.0366 0.3256 0.1539 0.266
H 1.6338 -3.3373 0.0517 0.6146 -0.1483 -0.0013 0.600
C 1.7003 1.5835 -1.2690 -0.1022 -0.0151 0.0563 -0.506
C 1.9748 0.3035 -1.0268 0.0522 0.0519 -0.1173 -0.268
C 1.6841 -0.3032 0.2947 0.0021 -0.0425 -0.2290 0.216
O 1.9411 -1.4681 0.5047 -0.0348 0.6545 0.5194 -0.373
C 1.0697 0.5593 1.3338 -0.0095 0.0207 0.0327 -0.576
C 0.7923 1.8379 1.0932 -0.0110 0.0677 0.0759 -0.688
C 1.0875 2.4456 -0.2302 0.0153 -0.0872 -0.0859 0.586
O 0.8257 3.6159 -0.4433 -0.0431 0.0168 0.0294 -0.690
H 1.9042 2.0481 -2.2230 -0.0026 0.0421 0.0100 0.419
H 2.4136 -0.3560 -1.7693 -0.0886 -0.0897 0.0312 0.481
H 0.8640 0.0897 2.2883 0.0075 -0.0263 -0.0142 0.463
H 0.3413 2.4864 1.8405 0.1643 -0.1501 -0.3149 0.886
C -2.0348 -5.5351 -4.7301 -0.0433 -0.0070 0.0289 -0.451
C -1.7971 -5.3824 -3.4269 0.0450 -0.1740 -0.1621 -0.113
C -2.8972 -5.5391 -2.4375 0.2997 0.0734 -0.1598 0.323
O -2.6999 -5.3951 -1.2547 -0.3121 0.0570 0.2175 -0.526
C -4.2526 -5.8741 -2.9537 -0.0205 -0.0111 0.0071 -0.522
C -4.4744 -6.0268 -4.2546 -0.0617 -0.0089 0.0151 -0.410
C -3.3775 -5.8683 -5.2423 0.1004 0.0415 -0.0128 0.232
O -3.5962 -6.0135 -6.4325 -0.0177 -0.0567 -0.0470 -0.524
H -1.2542 -5.4223 -5.4718 0.0054 -0.0012 -0.0018 0.511
H -0.8135 -5.1281 -3.0402 -0.1744 0.1140 0.0653 0.548
H -5.0359 -5.9834 -2.2135 0.0284 0.0049 0.0276 0.401
H -5.4510 -6.2701 -4.6553 0.0192 0.0034 -0.0417 0.425
C -3.7141 -6.4514 -9.7780 0.0199 -0.0530 0.0517 -0.246
C -2.6276 -6.6632 -10.5182 -0.0573 0.0090 -0.0080 -0.363
C -2.6472 -6.4875 -11.9897 0.0399 -0.0027 0.0419 0.390
O -1.6601 -6.6828 -12.6673 0.0078 -0.0099 -0.0388 -0.554
C -3.9272 -6.0630 -12.6121 -0.0478 0.0132 -0.0183 -0.354
C -5.0142 -5.8506 -11.8773 0.0174 0.0043 -0.0389 -0.332
C -4.9944 -6.0276 -10.4011 0.0579 -0.0037 0.0197 0.307
O -5.9904 -5.8318 -9.7400 -0.0578 -0.0097 -0.0157 -0.543
H -3.7141 -6.5746 -8.7017 -0.0445 0.0805 0.0317 0.496
H -1.6848 -6.9715 -10.0849 0.0153 0.0078 -0.0165 0.435
H -3.9192 -5.9399 -13.6878 0.0402 -0.0093 -0.0015 0.395
H -5.9572 -5.5418 -12.3107 -0.0174 0.0046 0.0386 0.399
C 3.4261 5.4896 0.0233 -0.0649 0.0762 0.0400 -0.202
C 3.9230 6.5210 0.7019 0.0271 -0.0231 -0.0309 -0.387
C 5.3783 6.7957 0.7321 0.0060 -0.0282 0.0282 0.528
O 5.8329 7.7376 1.3533 -0.0258 -0.0547 -0.0182 -0.615
C 6.2670 5.8800 -0.0237 0.0199 -0.0315 -0.0113 -0.502
C 5.7762 4.8477 -0.7033 0.0350 0.0227 0.0088 -0.390
C 4.3163 4.5711 -0.7339 -0.0269 0.0265 0.0308 0.242
O 3.8678 3.6334 -1.3523 0.1336 -0.0176 -0.0552 -0.441
H 2.3668 5.2665 -0.0135 0.0068 -0.0575 -0.0360 0.565
H 3.2935 7.2026 1.2604 0.0159 0.0089 0.0131 0.384
H 7.3260 6.1017 0.0127 -0.0066 0.0314 0.0225 0.406
H 6.4057 4.1659 -1.2608 -0.0321 -0.0230 -0.0115 0.436
C -2.7846 3.4261 6.1826 -0.0041 -0.0286 -0.0011 -0.092
C -1.6456 3.2710 5.5135 -0.0166 0.0052 -0.0019 -0.534
C -1.5872 3.4581 4.0437 -0.0038 -0.0055 -0.0119 0.267
O -0.5512 3.3159 3.4293 -0.1015 0.1351 0.2762 -0.531
C -2.8446 3.8249 3.3444 -0.0421 0.0137 -0.0181 -0.356
C -3.9839 3.9790 4.0126 -0.0075 0.0194 -0.0165 -0.469
C -4.0402 3.7917 5.4830 0.0439 -0.0084 -0.0365 0.569
O -5.0798 3.9311 6.0960 -0.0357 -0.0268 0.0246 -0.576
H -2.8485 3.2956 7.2564 0.0623 0.0434 -0.0391 0.340
H -0.7173 3.0044 6.0024 0.0133 -0.0025 -0.0233 0.458
H -2.7762 3.9554 2.2717 0.0416 -0.0160 0.0010 0.465
H -4.9129 4.2441 3.5242 -0.0163 -0.0026 0.0270 0.417
C -6.0167 2.4134 10.0351 0.0335 0.0060 -0.0082 -0.495
C -4.9214 2.7629 9.3657 0.0327 -0.0104 -0.0342 -0.096
C -3.6040 2.8485 10.0457 -0.0143 0.0028 0.0515 0.686
O -2.5964 3.1690 9.4470 -0.0663 -0.0338 0.0248 -0.573
C -3.5550 2.5307 11.4945 0.0014 -0.0071 0.0408 -0.427
C -4.6508 2.1812 12.1612 0.0412 0.0063 0.0019 -0.430
C -5.9695 2.0939 11.4835 -0.0154 0.0032 -0.0160 0.277
O -6.9667 1.7743 12.0926 -0.0246 -0.0067 0.0273 -0.543
H -6.9874 2.3462 9.5611 -0.0123 -0.0083 0.0197 0.441
H -4.9428 3.0029 8.3090 -0.0179 0.0467 0.0041 0.298
H -2.5839 2.6001 11.9679 0.0164 0.0105 -0.0353 0.417
H -4.6378 1.9454 13.2176 -0.0375 -0.0098 0.0008 0.402
C 3.4907 13.2724 1.1666 0.0276 0.0253 -0.0301 -0.406
C 4.5064 13.1649 0.3153 -0.0246 0.0259 0.0220 -0.379
C 5.1827 11.8621 0.0843 -0.0321 -0.0107 0.0240 0.285
O 6.1092 11.7678 -0.6908 0.0219 0.0141 -0.0317 -0.540
C 4.6808 10.6851 0.8376 -0.0322 0.0690 -0.0489 -0.119
C 3.6646 10.7959 1.6889 0.0196 0.0010 -0.0278 -0.301
C 2.9888 12.0953 1.9209 -0.0042 -0.0301 0.0147 0.283
O 2.0615 12.1977 2.6952 -0.0226 0.0174 0.0165 -0.545
H 2.9837 14.2110 1.3511 -0.0266 -0.0175 0.0246 0.399
H 4.8873 14.0096 -0.2447 0.0272 -0.0221 -0.0170 0.406
H 5.1836 9.7454 0.6602 0.0582 0.0053 0.0312 0.468
H 3.2854 9.9509 2.2497 -0.0044 0.0138 0.0241 0.445
```
Forces are in eV/Å.